Entry from the Open Molecules 2025 dataset: a structure of composition C19H17AsF6N3O9RhS2 in a non-equilibrium geometry (the ωB97M-V functional and the def2-TZVPD basis).

Properties
LUMO energy (spin up / spin down) = -0.467 / -4.185 eV
Kohn-Sham gap (spin up / spin down) = 9.03 / 5.33 eV
largest force on an atom = 4.0 eV Å⁻¹
calculated total energy = -5317.30288 a.u.

The geometry in ORCA input format:
```
! wB97M-V def2-TZVPD RIJCOSX def2/J DEFGRID3
* xyz 0 5
Rh 0.30581 -1.77967 0.45109
As 1.28751 0.55686 -0.22790
S 1.99055 -1.16523 2.65662
S -0.08938 -2.60960 3.50800
F -0.93007 -5.00080 2.58453
F 0.69603 -4.13736 1.44508
F 1.06925 -4.97436 3.39306
F 4.42535 -1.68950 3.69962
F 4.23328 0.17488 2.64155
F 3.38843 -0.03697 4.61132
O 2.41912 -1.78536 1.41733
O -0.80725 -3.26376 -3.17741
O -1.72526 -2.67018 0.16527
O -3.81197 -3.28462 -0.32304
O 1.29637 0.07453 2.50109
O -4.11724 3.59017 1.58783
O -0.77073 -1.79199 2.52924
O -0.77038 -2.89180 4.71478
O -6.04783 2.75079 2.00811
N 0.43234 -2.04413 -1.58871
N 1.40813 -2.14651 3.70980
N -4.89740 2.66541 1.64601
C -4.41058 1.36001 1.24709
C -3.47494 -1.10292 0.49422
C 0.15463 1.42887 -1.68062
C 2.01081 2.19621 0.59772
C 2.89109 -0.01250 -1.18140
C 3.60808 -0.67434 3.47048
C 0.96918 1.91161 -2.82102
C 1.26047 1.04059 -3.87057
C -3.07765 1.22347 0.87631
C -2.95746 -2.51543 0.06097
C -0.20951 -2.70740 -2.35000
C -5.27786 0.27382 1.24486
C -2.61153 -0.02066 0.49652
C 1.42741 3.22643 -2.89140
C -4.80635 -0.97126 0.86629
C 2.36423 2.80885 -5.05860
C 0.18044 -4.28967 2.68378
C 2.11800 3.67311 -4.00418
C 1.94196 1.49008 -4.98387
H 1.24296 2.70745 1.17705
H 0.91405 0.01876 -3.80546
H -0.55133 0.66292 -2.00768
H -5.45255 -1.83686 0.85249
H 3.35488 0.82711 -1.70450
H 3.58219 -0.41472 -0.44105
H -1.56641 -0.15460 0.21684
H 2.38617 2.85111 -0.19180
H 2.63245 -0.80494 -1.88190
H 2.82427 1.93007 1.26858
H -6.30615 0.41199 1.54455
H 2.13968 0.81851 -5.80429
H 2.45434 4.69778 -4.06278
H 2.87077 3.16745 -5.94138
H 1.20200 3.90917 -2.08410
H -0.38715 2.24540 -1.19467
H -2.42526 2.08369 0.91028
*
```